Below is C6H11NO as an isolated structure in a non-equilibrium geometry, with properties calculated with ωB97M-V/def2-TZVPD.

Computed properties:
energy above the lowest of the compared OMol25 structures with the same formula, charge and spin	621.0	kJ/mol
HOMO level	-8.12	eV
LUMO	0.4	eV
M	113.16	Da
HOMO-LUMO gap	8.470	eV

Each line ends with the Löwdin charge.
Cartesian coordinates (Å):
C 1.842 -0.408 0.417  -0.25
C 1.403 1.265 0.454  0.01
C 0.568 0.174 -0.332  -0.24
C -1.831 0.913 -0.383  -0.15
C -2.819 -0.271 -0.094  -0.09
C -1.463 -1.112 0.300  -0.17
H 3.819 0.197 -0.592  0.29
H 1.713 -1.047 1.288  0.12
H 0.831 1.768 1.302  0.11
H 1.842 1.919 -0.191  0.03
H 0.597 -0.065 -1.346  0.11
H -1.996 1.891 0.122  0.12
H -1.528 0.848 -1.461  0.12
H -3.322 -0.078 0.833  0.07
H -3.614 -0.746 -0.786  0.12
H -1.180 -1.596 1.194  0.09
H -1.098 -1.713 -0.619  0.13
N -0.788 0.109 0.235  -0.24
O 2.906 -0.689 -0.446  -0.16

***

Below is C31H31BrN5W as an isolated structure in a non-equilibrium geometry, with properties calculated with ωB97M-V/def2-TZVPD.

Computed properties:
energy above the lowest of the compared OMol25 structures with the same formula, charge and spin	75.7	kJ/mol
HOMO level (spin up / spin down)	-9.49 / -9.77	eV
LUMO (spin up / spin down)	-2.4 / -2.9	eV
M	737.37	Da
total charge	+1
spin multiplicity	3
HOMO-LUMO gap (spin up / spin down)	7.061 / 6.831	eV

Each line ends with the Mulliken spin population.
Cartesian coordinates (Å):
W 0.089 -0.561 0.330  1.78
C 1.882 -2.770 1.180  -0.05
N 0.423 -2.940 0.974  0.05
C 0.136 -3.848 -0.133  -0.01
C 0.363 -3.115 -1.406  0.03
N 0.342 -1.807 -1.499  0.09
C 0.265 -1.533 -2.887  0.02
C 0.017 -0.353 -3.589  0.02
C -0.042 -0.425 -4.966  0.00
C 0.125 -1.640 -5.650  0.00
C 0.309 -2.823 -4.967  0.00
C 0.349 -2.736 -3.580  0.01
N 0.412 -3.721 -2.604  0.00
C 2.184 -1.347 1.534  0.09
N 2.443 -0.405 0.636  0.07
C 2.953 0.674 1.383  0.01
C 3.379 1.933 0.961  0.00
C 3.837 2.806 1.923  0.01
C 3.875 2.451 3.286  0.01
C 3.459 1.209 3.717  0.00
C 3.008 0.333 2.731  0.00
N 2.530 -0.964 2.799  0.06
H 2.382 -2.975 0.240  -0.01
H 2.297 -3.441 1.934  0.00
H -0.030 -3.268 1.815  0.02
H -0.917 -4.121 -0.092  0.00
H 0.722 -4.769 -0.095  0.00
H -0.163 0.577 -3.074  0.00
H -0.239 0.476 -5.533  0.00
H 0.078 -1.653 -6.732  0.00
H 0.392 -3.772 -5.483  0.00
H 0.432 -4.715 -2.756  0.00
H 3.344 2.214 -0.084  0.00
H 4.179 3.790 1.624  0.00
H 4.240 3.168 4.011  0.00
H 3.494 0.927 4.763  0.00
H 2.439 -1.518 3.633  0.00
Br -0.465 0.648 2.680  -0.01
C -0.789 2.377 1.919  0.00
C -1.374 3.320 2.697  0.01
C -1.481 4.629 2.174  -0.01
C -0.942 4.924 0.955  0.01
C -0.305 3.926 0.169  -0.01
C 0.346 4.244 -1.052  0.04
C 1.025 3.277 -1.729  -0.03
C 1.006 1.934 -1.268  0.07
C 0.303 1.532 -0.157  0.14
C -0.276 2.584 0.622  0.00
H -1.729 3.088 3.694  0.00
H -1.957 5.399 2.768  0.00
H -0.978 5.939 0.573  0.00
H 0.328 5.269 -1.408  0.00
H 1.572 3.528 -2.633  0.00
H 1.587 1.205 -1.820  0.00
C -2.854 -2.037 1.637  0.03
C -3.101 -1.080 0.464  -0.04
C -4.018 0.059 0.942  -0.02
C -3.808 -1.853 -0.660  -0.02
C -1.836 -0.457 -0.121  -0.39
H -3.781 -2.223 2.185  0.00
H -2.131 -1.629 2.349  -0.02
H -2.492 -3.011 1.285  0.00
H -4.985 -0.336 1.268  0.00
H -4.196 0.779 0.138  0.00
H -3.568 0.597 1.782  0.00
H -4.691 -2.375 -0.274  0.00
H -3.136 -2.600 -1.103  0.01
H -4.131 -1.178 -1.458  0.00
H -2.130 0.180 -0.965  0.04

***

Below is a 8-piece molecular cluster, C5H26O8 overall in a non-equilibrium geometry, with properties calculated with ωB97M-V/def2-TZVPD.

Computed properties:
energy above the lowest of the compared OMol25 structures with the same formula, charge and spin	371.2	kJ/mol
HOMO level	-9.44	eV
SMILES	CO.CO.CO.CO.CO.O.O.O
LUMO	0.4	eV
M	214.26	Da
HOMO-LUMO gap	9.798	eV

Each line ends with the Löwdin charge.
Cartesian coordinates (Å):
C 3.712 -2.612 0.268  -0.13
O 4.376 -1.568 1.017  -0.14
H 4.231 -3.559 0.553  0.10
H 2.660 -2.586 0.376  0.06
H 3.881 -2.459 -0.794  0.07
H 5.240 -1.807 1.377  0.08
C 2.020 -0.886 4.067  -0.15
O 2.142 -0.066 2.922  -0.18
H 2.759 -0.628 4.841  0.08
H 0.971 -0.822 4.318  0.07
H 2.075 -1.983 3.772  0.10
H 2.919 -0.328 2.382  0.08
C -5.133 1.002 -3.210  -0.19
O -4.746 -0.249 -3.631  -0.10
H -6.222 0.966 -3.230  0.08
H -4.719 1.257 -2.223  0.07
H -4.810 1.810 -3.857  0.07
H -3.853 -0.432 -3.479  -0.02
C 1.645 0.095 -1.454  -0.16
O 0.336 -0.292 -1.243  -0.14
H 1.923 0.999 -0.835  0.11
H 2.375 -0.678 -1.234  0.05
H 1.755 0.348 -2.497  0.07
H -0.075 0.453 -0.774  0.03
C -2.307 2.229 -0.154  -0.12
O -0.952 1.815 0.013  -0.15
H -2.521 2.674 -1.123  0.08
H -2.997 1.352 -0.088  0.09
H -2.650 2.782 0.726  0.09
H -0.655 2.232 0.813  0.02
O -2.104 -0.631 -3.132  -0.07
H -1.379 -0.627 -2.425  0.07
H -1.706 -0.499 -4.009  0.06
O -0.296 -1.207 2.071  -0.03
H -0.444 -0.350 1.689  0.00
H 0.034 -1.703 1.320  0.03
O 0.452 2.049 2.298  -0.06
H 0.900 1.231 2.530  0.00
H 1.163 2.679 2.040  0.08